The following is a DFT calculation (ωB97M-V/def2-TZVPD) of C5H10O in the gas phase.

Properties
DFT total energy (Ha): -271.71403
Max |F| (eV Å⁻¹): 0.36
Energy relative to the best compared isomer or geometry (same formula, charge and spin) (eV): 1.050
SMILES: OCC1CCC1

Last column: Mulliken charge in e.
Positions of all 16 atoms, in Å:
O -1.74486 1.19263 1.70132  -0.5202
C -0.49501 0.55134 1.51627  -0.8320
C -0.03618 0.51030 0.07078  0.3983
C 1.36834 -0.07021 -0.21027  -0.7008
C 0.80358 -0.71263 -1.49196  -0.5027
C -0.61536 -0.54489 -0.90278  -0.7273
H -2.44137 0.57354 1.45600  0.3105
H 0.22737 1.12611 2.10601  0.3017
H -0.51264 -0.47168 1.92845  0.3543
H -0.13244 1.51546 -0.35640  0.2246
H 1.63643 -0.82753 0.53737  0.2549
H 2.19880 0.63607 -0.30304  0.3262
H 0.95651 -0.06764 -2.36287  0.2320
H 1.13516 -1.72409 -1.74242  0.3117
H -0.93051 -1.44904 -0.36582  0.2631
H -1.41783 -0.23775 -1.58064  0.3056

Atoms 1-2, force components in eV/Å:
-0.245 -0.131 -0.034
0.327 -0.145 -0.024